C19H52N2O23P5 | the ωB97M-V functional and the def2-TZVPD basis

Summary:
HOMO level = -0.085 hartree

Geometry as ORCA input:
```
! RIJCOSX wB97M-V def2-TZVPD def2/J DEFGRID3
* xyz -1 1
H 15.6645 0.9636 1.7226
O 8.4541 -1.5172 3.7519
H 4.5151 -1.1097 4.3705
H 5.1835 -7.5705 -0.6495
O 7.7225 -0.8920 1.3463
O -7.1955 0.8250 -3.2770
C 8.9765 -0.5635 0.7265
H -2.7771 -5.0977 -0.5171
H -4.1658 -5.0568 1.3901
H 6.1049 -0.9577 5.1438
H 4.6485 -3.2753 1.1446
H -12.5188 7.1108 -2.3230
C -11.0109 3.8085 -0.9084
H 10.1524 3.3799 0.6550
O 3.2903 -5.7372 -1.4549
H -10.4187 2.9563 -0.6060
H 2.9351 -8.4079 1.2075
C -3.9999 -3.9740 1.3104
P -8.6684 1.3447 -3.3359
H 9.6748 1.1100 4.1309
H -14.5509 7.0134 1.3549
H -14.1975 6.7389 -2.7816
H 3.2602 -2.2694 0.6787
C -14.9797 6.0117 1.2885
H -1.5667 -3.8555 -0.7942
H -9.9922 2.7015 -5.6419
C -0.6192 -2.2829 0.8883
O -5.3765 -1.6974 -0.4729
P 7.6118 -0.6763 2.8991
O 6.0527 -0.8520 3.0593
O -9.3617 1.5753 -2.0640
O 7.8923 0.8867 3.0834
H -13.8535 7.5773 -1.2527
H -11.3610 0.0518 -3.4873
P 12.6943 2.3989 0.7087
O 2.1666 -6.5459 0.7286
C 13.1323 2.8834 -1.8237
H -0.6101 -1.5734 0.0555
H 5.2979 0.4822 4.4538
C 8.6144 1.3323 4.2398
H 11.0802 4.9062 0.6601
H 4.1607 -3.1539 -0.5684
O -13.4359 5.5286 -1.3353
O 4.6481 -6.0508 0.6844
H 2.4545 -8.2040 -0.5037
C -6.9462 -0.4585 -2.6513
C -9.6135 3.2557 -4.7829
H 13.5944 1.9001 -1.8916
O 2.8977 -4.2765 0.6585
C 2.2063 -7.9590 0.5306
O -4.5625 -3.6148 -0.0454
C 5.4674 -0.5889 4.3389
C -1.9916 -4.5175 -0.0392
O -2.6467 -1.6200 1.8703
O -8.4534 2.6097 -4.2590
H 15.6593 2.0470 0.3145
H -7.5622 -0.5887 -1.7635
H -10.3942 3.3391 -4.0252
H 13.7004 3.5940 -2.4184
H -7.1511 -1.2459 -3.3774
H -10.3747 4.6923 -0.9725
P 3.2520 -5.6588 0.0070
O -11.9854 6.5753 0.4853
O -9.4590 0.3297 -4.2857
N -5.5768 -2.7054 0.1171
H 8.4696 2.4082 4.3049
O -12.0520 4.0066 0.0766
C 5.6283 -6.7455 -0.0950
H -9.3121 4.2515 -5.0966
O 11.9516 3.3489 1.7181
H -10.6829 -1.2887 -4.4423
O 11.9644 1.2217 0.2353
H -11.4687 3.6025 -1.8741
H 1.2164 -8.3428 0.7595
H -15.7047 5.9692 0.4739
H 12.1116 2.8251 -2.1967
H -15.4773 5.7758 2.2251
H 10.2347 4.3661 2.1278
C -10.4603 -0.5199 -3.7063
H 9.0037 -1.0595 -0.2388
H 8.2407 0.8610 5.1472
C -2.0587 -2.5388 1.3254
N -2.5584 -3.8166 1.1399
H 14.6535 0.5681 0.3201
C 10.7843 4.0399 1.2502
O -13.9643 5.0302 1.0876
H -5.9052 -0.4910 -2.3619
H -0.1052 -1.8010 1.7213
H 6.1076 -6.0632 -0.7952
H -0.0584 -3.1604 0.5755
C 3.8041 -3.1838 0.4620
H 9.8159 -0.9059 1.3310
H 6.3673 -7.1328 0.6024
H -10.1012 -0.9875 -2.7915
H -1.2014 -5.2168 0.2645
P -12.7695 5.3948 0.1151
H 9.0456 0.5131 0.5829
O 13.9985 2.1220 1.5514
O 13.1416 3.3733 -0.4734
C 15.0523 1.3809 0.9288
C -13.5000 6.8201 -1.9510
*
```

Results of the Mulliken charge analysis, in e, for atoms 1 through 99: atom 1 (H): 0.246, atom 2 (O): -0.667, atom 3 (H): 0.242, atom 4 (H): 0.293, atom 5 (O): -0.319, atom 6 (O): -0.390, atom 7 (C): -0.654, atom 8 (H): 0.372, atom 9 (H): 0.276, atom 10 (H): 0.351, atom 11 (H): 0.314, atom 12 (H): 0.257, atom 13 (C): -0.664, atom 14 (H): 0.280, atom 15 (O): -0.670, atom 16 (H): 0.345, atom 17 (H): 0.258, atom 18 (C): -1.023, atom 19 (P): 1.012, atom 20 (H): 0.238, atom 21 (H): 0.336, atom 22 (H): 0.248, atom 23 (H): 0.243, atom 24 (C): -0.669, atom 25 (H): 0.296, atom 26 (H): 0.260, atom 27 (C): -0.897, atom 28 (O): -0.345, atom 29 (P): 0.933, atom 30 (O): -0.197, atom 31 (O): -0.497, atom 32 (O): -0.334, atom 33 (H): 0.291, atom 34 (H): 0.251, atom 35 (P): 1.021, atom 36 (O): -0.281, atom 37 (C): -0.579, atom 38 (H): 0.243, atom 39 (H): 0.263, atom 40 (C): -0.575, atom 41 (H): 0.264, atom 42 (H): 0.372, atom 43 (O): -0.307, atom 44 (O): -0.313, atom 45 (H): 0.362, atom 46 (C): -0.679, atom 47 (C): -0.410, atom 48 (H): 0.299, atom 49 (O): -0.214, atom 50 (C): -0.727, atom 51 (O): -0.117, atom 52 (C): -0.719, atom 53 (C): -0.932, atom 54 (O): -0.534, atom 55 (O): -0.362, atom 56 (H): 0.261, atom 57 (H): 0.345, atom 58 (H): 0.086, atom 59 (H): 0.243, atom 60 (H): 0.287, atom 61 (H): 0.355, atom 62 (P): 0.967, atom 63 (O): -0.659, atom 64 (O): -0.327, atom 65 (N): 0.125, atom 66 (H): 0.247, atom 67 (O): -0.352, atom 68 (C): -0.599, atom 69 (H): 0.243, atom 70 (O): -0.327, atom 71 (H): 0.243, atom 72 (O): -0.517, atom 73 (H): 0.212, atom 74 (H): 0.256, atom 75 (H): 0.253, atom 76 (H): 0.256, atom 77 (H): 0.248, atom 78 (H): 0.246, atom 79 (C): -0.596, atom 80 (H): 0.347, atom 81 (H): 0.300, atom 82 (C): 0.585, atom 83 (N): 0.185, atom 84 (H): 0.325, atom 85 (C): -0.634, atom 86 (O): -0.375, atom 87 (H): 0.267, atom 88 (H): 0.296, atom 89 (H): 0.258, atom 90 (H): 0.216, atom 91 (C): -0.767, atom 92 (H): 0.354, atom 93 (H): 0.243, atom 94 (H): 0.314, atom 95 (H): 0.241, atom 96 (P): 1.027, atom 97 (H): 0.186, atom 98 (O): -0.360, atom 99 (O): -0.345

C4H12N2O2S | the ωB97M-V functional and the def2-TZVPD basis

Summary:
relative energy (zero: lowest compared OMol25 entry of this formula, charge and spin) = 574.35 kJ/mol
HOMO level (alpha / beta) = -0.261 / -0.296 hartree

Geometry as ORCA input:
```
! RIJCOSX wB97M-V def2-TZVPD def2/J DEFGRID3
* xyz 0 1
H 0.6332 -2.0215 1.7425
H 2.1469 -2.0187 0.6488
N 0.7596 0.7042 -1.2143
H -2.7842 0.4995 1.9347
H 0.7002 2.0935 0.3819
O -1.6241 1.7697 -0.6551
H -1.3157 1.1898 2.0987
N -0.1236 -1.3450 -1.8637
C -1.7632 0.3452 1.6146
H 1.2661 0.4329 -2.0341
S -1.6720 0.3888 -0.1929
O -2.8044 -0.3757 -0.7870
C 1.3388 -1.4734 1.1400
H 1.7025 -0.6312 1.4978
H -0.9786 -1.9020 -1.9249
H 2.1146 2.1802 -0.6624
H -1.4672 -0.6452 1.9120
C 0.0493 -0.3894 -0.8946
H 0.2138 -1.0833 -2.8010
H 2.1853 0.8236 0.2921
C 1.4227 1.4580 -0.2331
*
```

In the natural (NBO) picture, each atom carries the following charge in e: atom 1 (H): 0.177, atom 2 (H): 0.178, atom 3 (N): -0.632, atom 4 (H): 0.259, atom 5 (H): 0.228, atom 6 (O): -0.944, atom 7 (H): 0.251, atom 8 (N): -0.846, atom 9 (C): -0.862, atom 10 (H): 0.369, atom 11 (S): 1.979, atom 12 (O): -0.949, atom 13 (C): -0.638, atom 14 (H): 0.147, atom 15 (H): 0.425, atom 16 (H): 0.215, atom 17 (H): 0.249, atom 18 (C): 0.257, atom 19 (H): 0.369, atom 20 (H): 0.194, atom 21 (C): -0.424

C16H12N2O4 | the ωB97M-V functional and the def2-TZVPD basis

Summary:
relative energy (zero: lowest compared OMol25 entry of this formula, charge and spin) = 566.16 kJ/mol
HOMO level = -0.280 hartree
SMILES = C=c1[nH]n(C(=O)c2ccccc2O)c(=O)/c1=C/c1ccco1

Geometry as ORCA input:
```
! RIJCOSX wB97M-V def2-TZVPD def2/J DEFGRID3
* xyz 0 1
H 1.4260 4.1672 2.5436
H -1.6493 -2.4163 0.9400
N -0.3402 -0.6743 -0.9564
O 0.7649 -0.5960 1.1911
C 1.0020 -4.0887 -0.6071
H -1.7821 2.2804 -2.7974
H -1.8568 3.4059 -1.4248
C -0.9001 1.4574 -1.2221
C -0.7916 -3.1404 0.7700
C 0.2083 -5.2626 1.4066
C 0.2279 2.2356 1.0705
O -0.4611 4.5134 -0.0755
O 0.0729 -2.2553 -2.5346
H 1.3638 6.7089 1.5204
H -0.4341 6.6161 -0.5498
C 1.0495 -5.2111 0.3160
C -1.5172 2.4833 -1.8053
C -0.7112 -4.2523 1.6596
C 0.0798 -3.0710 -0.3607
H 1.3179 -3.8818 -2.3776
N -0.8299 0.3178 -1.8220
O 1.7972 -4.2837 -1.6450
C 0.1096 -0.0973 0.2527
H -1.2143 0.1486 -2.7874
H -1.3766 -4.2903 2.5295
H 1.7755 -6.0438 0.1609
C 0.7513 5.8833 1.2037
H 0.9055 2.0293 1.8977
C -0.1848 1.3261 0.0538
H 0.3329 -6.1193 1.9566
C 0.0719 -1.9576 -1.3163
C 0.0491 3.6662 0.9651
C -0.1140 5.8610 0.1048
C 0.8573 4.5411 1.7391
*
```

In the natural (NBO) picture, each atom carries the following charge in e: atom 1 (H): 0.222, atom 2 (H): 0.226, atom 3 (N): -0.295, atom 4 (O): -0.574, atom 5 (C): 0.367, atom 6 (H): 0.176, atom 7 (H): 0.231, atom 8 (C): 0.140, atom 9 (C): -0.124, atom 10 (C): -0.187, atom 11 (C): -0.094, atom 12 (O): -0.428, atom 13 (O): -0.624, atom 14 (H): 0.232, atom 15 (H): 0.217, atom 16 (C): -0.246, atom 17 (C): -0.495, atom 18 (C): -0.250, atom 19 (C): -0.251, atom 20 (H): 0.508, atom 21 (N): -0.407, atom 22 (O): -0.654, atom 23 (C): 0.645, atom 24 (H): 0.440, atom 25 (H): 0.219, atom 26 (H): 0.224, atom 27 (C): -0.313, atom 28 (H): 0.257, atom 29 (C): -0.180, atom 30 (H): 0.210, atom 31 (C): 0.674, atom 32 (C): 0.213, atom 33 (C): 0.139, atom 34 (C): -0.219

C3H4IN | the ωB97M-V functional and the def2-TZVPD basis

Summary:
relative energy (zero: lowest compared OMol25 entry of this formula, charge and spin) = 424.51 kJ/mol
HOMO level (alpha / beta) = -0.328 / -0.334 hartree

Geometry as ORCA input:
```
! RIJCOSX wB97M-V def2-TZVPD def2/J DEFGRID3
* xyz 0 1
N -1.1117 -1.0907 2.5401
H 0.7694 -0.9338 -0.6217
I -1.8215 -0.2242 -0.8799
H -0.1615 1.8505 -1.1920
C -1.4861 -1.0945 1.4543
H 1.8734 0.4793 -0.9107
C -0.2535 0.9368 -0.7525
C 1.0130 0.1488 -0.3967
H 1.1785 -0.0721 0.7591
*
```

In the natural (NBO) picture, each atom carries the following charge in e: atom 1 (N): -0.485, atom 2 (H): 0.227, atom 3 (I): 0.690, atom 4 (H): 0.205, atom 5 (C): -0.075, atom 6 (H): 0.231, atom 7 (C): -0.354, atom 8 (C): -0.709, atom 9 (H): 0.271

C34H57Br12N2O2 | the ωB97M-V functional and the def2-TZVPD basis

Summary:
HOMO level = -0.361 hartree

Geometry as ORCA input:
```
! RIJCOSX wB97M-V def2-TZVPD def2/J DEFGRID3
* xyz 1 1
H -6.5975 2.4011 -3.2285
C 1.3873 1.4321 1.7960
H -0.3609 -1.9393 2.5159
H -2.8875 4.0808 -1.5361
H 5.1432 1.1754 0.7710
H -0.2051 1.8353 3.3768
C 3.5951 -2.9228 3.1218
H 8.2743 -2.5422 -0.8739
H 4.8336 1.0588 -2.6475
Br -11.8840 -0.5942 -1.3342
H -3.9428 -3.4568 -3.7760
H 0.5556 -1.8571 0.0804
H 3.5317 -5.1726 0.2882
C -2.6438 -1.8374 1.9050
C 6.3740 -1.2766 -1.5010
Br -7.7805 -4.6756 1.6325
H 5.0863 -2.9205 1.3015
Br -4.6167 1.1945 -4.1490
Br 2.8287 -1.7219 6.4832
C 4.2696 -3.6057 1.7852
H -11.3869 0.7352 0.7183
H -2.0470 0.5825 2.5444
C 2.9640 0.9015 1.7770
C -1.4537 3.4676 -4.0211
Br -7.5619 0.1078 -3.4218
O 6.5579 -0.8037 -2.8826
H 4.1063 3.4423 -2.2557
H -1.7665 -1.4337 -2.7763
C 1.0435 2.6229 0.6741
Br -13.7326 0.0514 1.2251
H -1.1806 0.7449 0.8779
C -6.1791 1.4129 -3.0110
H -4.1830 -3.4241 -0.0750
H 2.1080 -4.4132 1.2642
Br -12.6159 2.4580 -0.6042
C 3.4608 -0.2826 2.8182
H 2.8930 -3.7563 3.6087
C 6.0897 2.6694 -1.4318
Br -6.4527 -2.4416 -0.2729
C -3.7982 -2.0643 -1.9404
C -1.7284 4.3312 -1.4269
H -5.4420 -2.2975 -3.5643
H -1.7506 2.1213 -0.8072
H 7.6611 0.7242 -3.9191
C 0.2180 0.8779 2.8028
H -0.0121 4.9685 -2.9239
H 6.5910 2.2330 -0.4690
Br 5.7739 -0.6351 5.7559
N -0.3352 3.2240 0.5101
H 8.4431 -0.7097 -0.4572
H -0.9846 2.9809 1.2897
H 4.8178 -4.5940 2.1674
C -0.9289 2.9764 -0.8589
H -1.5992 5.2523 -0.6832
C -8.1069 -3.1642 0.4522
C 4.2115 -0.4168 6.8939
H -3.2004 -0.7076 -3.7648
C -0.6045 -1.8172 0.2278
C -3.9018 -2.3428 -0.4810
H 6.8378 3.5078 -1.8351
C 4.6515 3.4191 -1.1963
H 7.2224 -1.7092 0.5737
C 5.8945 1.6054 -2.6639
H 4.7509 4.5650 -0.8830
C 4.0514 1.6061 0.7194
C -1.0578 0.2728 1.9529
H -1.0228 -1.0084 -0.5121
H 1.9527 4.0476 -1.0713
H 1.7252 -1.7122 3.6058
N 3.7056 2.7159 -0.2485
Br 4.6828 -0.4313 8.7813
H -1.4889 3.8196 -5.1435
C 7.1456 0.5450 -2.8574
H -4.5629 -0.7964 1.2127
H -2.7507 -3.0032 2.0581
Br -9.1800 -1.7903 1.3153
H -1.0461 -2.8909 0.0783
H -0.5058 2.7604 -3.9324
C 7.6618 -1.6096 -0.5197
H -0.1514 2.6190 -1.6730
H 5.8748 2.2570 -3.6641
C -4.7004 -3.0138 -2.9805
O 5.1011 -1.4604 -1.0813
H -1.7411 5.6635 -3.3828
H 3.7931 0.5715 6.6765
H 3.5624 0.1609 3.9217
H -3.0926 -0.3022 0.1334
H 7.9592 0.7184 -2.0344
H -3.0217 -1.3332 2.9182
C 2.5657 -1.6547 2.7602
H 0.6044 0.1567 3.6550
Br -5.7078 1.3983 -1.1237
C -12.2806 0.6714 0.0888
C -1.0479 -1.3561 1.7692
C -2.8446 -0.9361 -2.6528
H 4.5651 -0.5720 2.4929
H -2.6885 0.0467 -2.0344
C -3.5846 -1.2187 0.7106
C 2.2397 3.1967 -0.2888
H 4.4053 -2.6044 3.9387
C -1.1781 4.7176 -2.9578
H 2.9249 -3.3427 -0.1377
C 3.1262 -4.1419 0.7075
H -8.6900 -3.5402 -0.3949
H -5.2375 -3.8969 -2.4266
H 2.0140 -1.7923 1.7373
H -2.3839 2.8380 -3.6821
*
```

Results of the Mulliken charge analysis, in e, for atoms 1 through 99: atom 1 (H): 0.420, atom 2 (C): 0.809, atom 3 (H): 0.165, atom 4 (H): 0.232, atom 5 (H): 0.050, atom 6 (H): 0.414, atom 7 (C): -0.785, atom 8 (H): 0.336, atom 9 (H): 0.311, atom 10 (Br): 0.011, atom 11 (H): 0.359, atom 12 (H): 0.075, atom 13 (H): 0.364, atom 14 (C): -1.192, atom 15 (C): 0.536, atom 16 (Br): -0.066, atom 17 (H): -0.304, atom 18 (Br): -0.027, atom 19 (Br): 0.006, atom 20 (C): 0.179, atom 21 (H): 0.230, atom 22 (H): 0.445, atom 23 (C): 0.024, atom 24 (C): -0.547, atom 25 (Br): -0.025, atom 26 (O): -0.348, atom 27 (H): 0.429, atom 28 (H): 0.235, atom 29 (C): -0.514, atom 30 (Br): -0.006, atom 31 (H): -0.606, atom 32 (C): -0.351, atom 33 (H): 0.459, atom 34 (H): 0.198, atom 35 (Br): -0.017, atom 36 (C): -0.181, atom 37 (H): 0.321, atom 38 (C): -0.622, atom 39 (Br): 0.242, atom 40 (C): 0.907, atom 41 (C): -0.641, atom 42 (H): 0.203, atom 43 (H): -0.485, atom 44 (H): 0.323, atom 45 (C): -0.710, atom 46 (H): 0.180, atom 47 (H): 0.366, atom 48 (Br): -0.042, atom 49 (N): -0.298, atom 50 (H): 0.296, atom 51 (H): 0.432, atom 52 (H): 0.383, atom 53 (C): 0.272, atom 54 (H): 0.321, atom 55 (C): -0.454, atom 56 (C): -0.343, atom 57 (H): 0.272, atom 58 (C): -0.441, atom 59 (C): -1.362, atom 60 (H): 0.326, atom 61 (C): -0.690, atom 62 (H): 0.186, atom 63 (C): -0.428, atom 64 (H): 0.314, atom 65 (C): -0.105, atom 66 (C): 0.049, atom 67 (H): -0.233, atom 68 (H): 0.372, atom 69 (H): 0.088, atom 70 (N): 0.304, atom 71 (Br): -0.034, atom 72 (H): 0.343, atom 73 (C): -0.467, atom 74 (H): 0.557, atom 75 (H): 0.354, atom 76 (Br): -0.037, atom 77 (H): 0.309, atom 78 (H): 0.212, atom 79 (C): -0.813, atom 80 (H): 0.276, atom 81 (H): 0.289, atom 82 (C): -1.150, atom 83 (O): -0.406, atom 84 (H): 0.331, atom 85 (H): 0.407, atom 86 (H): -0.177, atom 87 (H): -0.834, atom 88 (H): 0.191, atom 89 (H): 0.337, atom 90 (C): 1.308, atom 91 (H): 0.245, atom 92 (Br): -0.021, atom 93 (C): -0.232, atom 94 (C): 0.512, atom 95 (C): -0.473, atom 96 (H): 0.256, atom 97 (H): -0.156, atom 98 (C): 0.954, atom 99 (C): -0.253

C5H8NS2 | the ωB97M-V functional and the def2-TZVPD basis

Summary:
<S²> = 2.012
relative energy (zero: lowest compared OMol25 entry of this formula, charge and spin) = 0.00 kJ/mol
HOMO level (alpha / beta) = -0.381 / -0.518 hartree

Geometry as ORCA input:
```
! RIJCOSX wB97M-V def2-TZVPD def2/J DEFGRID3
* xyz 1 3
C 0.9229 -1.6153 -1.1515
H 1.5319 -1.0202 -1.8381
H 1.4619 -2.5283 -0.9138
H -0.0076 -1.8850 -1.6559
N 0.6406 -0.9218 0.0695
C -1.7421 2.2741 0.5596
S -1.1968 0.6790 -1.4684
H 0.7490 -1.0777 2.1401
H 2.0854 -0.1687 1.3977
C -0.3975 0.2650 -0.0347
H -2.1597 3.0834 1.1310
H -2.6525 2.6178 -1.3534
C 1.4072 -1.0176 1.2698
H 1.9961 -1.9316 1.2235
S -0.6413 1.2132 1.3574
C -1.9974 2.0335 -0.7328
*
```

In the natural (NBO) picture, each atom carries the following charge in e: atom 1 (C): -0.461, atom 2 (H): 0.263, atom 3 (H): 0.246, atom 4 (H): 0.253, atom 5 (N): -0.028, atom 6 (C): -0.359, atom 7 (S): 0.540, atom 8 (H): 0.258, atom 9 (H): 0.263, atom 10 (C): -0.497, atom 11 (H): 0.276, atom 12 (H): 0.275, atom 13 (C): -0.466, atom 14 (H): 0.247, atom 15 (S): 0.538, atom 16 (C): -0.348